{
  "formula": "C4H8O2",
  "method": "ωB97M-V/def2-TZVPD",
  "e_above_lowest_ev": 1.972,
  "orbital_gap_ev": 10.8,
  "species": ["C", "C", "O", "C", "C", "O", "H", "H", "H", "H", "H", "H", "H", "H"],
  "xyz": [[-0.1602, 1.0531, -1.6036], [-0.2200, -0.3668, -1.0316], [0.9256, -0.4867, -0.1783], [0.7672, -0.7855, 1.1828], [-0.3933, -0.0735, 1.8552], [-1.1780, -0.6294, 2.5846], [0.6718, 1.4974, -1.0582], [-1.0580, 1.6507, -1.4196], [0.0813, 1.0886, -2.6696], [-1.1618, -0.5570, -0.4953], [-0.1398, -1.1309, -1.8157], [1.6860, -0.4265, 1.6731], [0.6776, -1.8614, 1.3788], [-0.4659, 1.0185, 1.6548]],
  "forces_ev_per_a": [[0.027, 0.059, -0.010], [-0.075, 0.002, 0.001], [0.110, -0.079, -0.026], [-0.051, -0.214, 0.194], [-0.192, -0.167, 0.162], [0.345, 0.306, -0.278], [-0.085, 0.363, -0.214], [0.062, -0.186, -0.059], [-0.119, -0.079, 0.146], [0.275, 0.040, 0.030], [0.017, 0.138, 0.187], [-0.178, -0.123, -0.047], [-0.092, 0.064, -0.064], [-0.042, -0.124, -0.021]]
}


{
  "formula": "C39H37BF2N4O4S5Sr",
  "method": "ωB97M-V/def2-TZVPD",
  "e_above_lowest_ev": 2.784,
  "orbital_gap_ev": 6.5,
  "species": ["Sr", "C", "C", "N", "C", "C", "S", "C", "C", "S", "C", "N", "C", "H", "H", "H", "H", "H", "H", "H", "H", "O", "S", "C", "C", "C", "C", "S", "O", "C", "C", "C", "C", "C", "C", "C", "C", "C", "C", "C", "C", "H", "H", "H", "H", "H", "H", "H", "H", "H", "H", "H", "H", "H", "H", "H", "H", "H", "H", "O", "S", "O", "N", "C", "C", "C", "C", "C", "C", "C", "C", "N", "C", "C", "C", "C", "C", "C", "C", "H", "H", "H", "H", "H", "H", "H", "H", "H", "H", "H", "F", "B", "F"],
  "xyz": [[-0.3884, -0.0768, -0.9830], [-3.9590, 2.5245, -1.4520], [-3.4714, 1.8010, -2.6568], [-2.2325, 1.4662, -2.8741], [-2.1149, 0.8199, -4.0786], [-3.2761, 0.6504, -4.7721], [-4.5623, 1.3365, -3.8878], [-0.7893, 0.3915, -4.5443], [-0.5502, -0.2312, -5.7339], [1.1170, -0.5420, -5.8867], [1.3959, 0.1692, -4.3608], [0.3211, 0.5994, -3.7607], [2.7797, 0.2991, -3.8189], [-4.2896, 1.8057, -0.6984], [-4.7907, 3.1829, -1.7039], [-3.1401, 3.1026, -1.0364], [-3.4159, 0.1807, -5.7285], [-1.2598, -0.4989, -6.4958], [3.4838, 0.4797, -4.6322], [3.0932, -0.5961, -3.2879], [2.8237, 1.1330, -3.1218], [-1.1095, 2.1566, 0.0683], [-0.4641, 2.7286, 1.3103], [-1.8223, 3.1842, 2.3923], [-2.2324, 1.9743, 3.2373], [-2.9272, 0.8864, 2.4169], [-2.8823, -0.5152, 3.0013], [-1.3250, -1.3910, 2.6410], [-0.7011, -0.6528, 1.4982], [-0.3278, -0.9135, 4.0395], [0.7326, -0.0470, 3.8279], [1.5376, 0.2950, 4.9072], [1.2902, -0.2342, 6.1633], [0.2381, -1.1207, 6.3547], [-0.5736, -1.4715, 5.2890], [0.1771, 4.3036, 0.8351], [-0.6402, 5.3152, 0.3387], [-0.0639, 6.5063, -0.0634], [1.3138, 6.6753, 0.0234], [2.1210, 5.6581, 0.5022], [1.5514, 4.4566, 0.9109], [-2.6398, 3.5206, 1.7486], [-1.4797, 4.0249, 2.9966], [-2.8951, 2.3261, 4.0332], [-1.3417, 1.5817, 3.7379], [-2.4919, 0.8335, 1.4167], [-3.9753, 1.1475, 2.2527], [-3.6474, -1.1378, 2.5402], [-2.9959, -0.5479, 4.0881], [0.9096, 0.3340, 2.8305], [2.3680, 0.9713, 4.7555], [1.9283, 0.0341, 6.9954], [0.0537, -1.5452, 7.3324], [-1.3879, -2.1711, 5.4271], [-1.7071, 5.1601, 0.2536], [-0.6845, 7.3021, -0.4525], [1.7581, 7.6090, -0.2958], [3.1934, 5.7878, 0.5516], [2.1656, 3.6400, 1.2671], [1.6042, 0.5239, 0.1297], [2.4423, -0.6190, -0.2624], [3.8057, -0.2887, -0.6160], [1.5930, -1.3254, -1.3343], [1.8821, -2.5253, -1.9436], [3.0554, -3.2189, -1.9027], [3.1753, -4.4295, -2.6367], [2.1551, -4.9201, -3.3883], [0.9108, -4.2288, -3.4372], [-0.2085, -4.6798, -4.1740], [-1.3717, -3.9740, -4.1223], [-1.4269, -2.8097, -3.3205], [-0.4076, -2.3511, -2.6449], [0.7669, -3.0424, -2.7082], [2.5532, -1.6382, 1.1834], [1.6341, -2.6465, 1.4187], [1.7251, -3.3919, 2.5873], [2.7304, -3.1313, 3.5043], [3.6568, -2.1269, 3.2521], [3.5755, -1.3800, 2.0885], [3.9067, -2.8432, -1.3493], [4.1141, -4.9666, -2.5939], [2.2666, -5.8419, -3.9441], [-0.1353, -5.5876, -4.7618], [-2.2543, -4.2886, -4.6612], [-2.3561, -2.2552, -3.2261], [0.8404, -2.8402, 0.7084], [1.0038, -4.1772, 2.7749], [2.7932, -3.7150, 4.4131], [4.4463, -1.9252, 3.9642], [4.2973, -0.6051, 1.8740], [-3.1640, -2.0918, 0.3147], [-3.0878, -0.9572, -0.4783], [-4.3192, -0.3636, -0.3657]],
  "forces_ev_per_a": [[-2.697, 0.858, -0.913], [-0.055, 0.015, 0.161], [0.194, 0.155, 0.306], [-0.128, -0.007, -0.059], [0.084, -0.094, -0.179], [0.122, 0.013, 0.151], [-0.151, -0.104, -0.232], [-0.175, -0.211, -0.155], [-0.045, 0.130, 0.212], [-0.014, -0.156, -0.290], [0.178, 0.189, 0.433], [0.048, -0.038, -0.083], [0.077, 0.084, -0.099], [0.039, 0.047, -0.085], [-0.006, 0.001, 0.007], [0.089, 0.033, 0.031], [-0.053, -0.024, -0.060], [-0.005, -0.030, -0.061], [0.021, 0.008, 0.039], [0.000, -0.057, 0.005], [-0.023, -0.018, 0.037], [0.171, 0.239, 0.288], [0.202, -0.727, -0.363], [-0.236, 0.080, 0.006], [0.089, 0.085, 0.136], [0.011, -0.016, -0.178], [-0.127, 0.047, 0.291], [0.070, -0.071, -0.307], [0.125, -0.066, -0.116], [0.034, 0.102, 0.210], [-0.028, -0.102, 0.147], [-0.003, 0.016, -0.146], [0.053, 0.004, 0.071], [-0.027, -0.038, 0.034], [0.036, 0.127, -0.119], [-0.125, 0.297, 0.041], [0.138, -0.047, 0.001], [-0.060, -0.027, 0.000], [0.036, 0.075, -0.025], [0.001, -0.114, 0.033], [0.013, 0.166, -0.040], [0.001, 0.034, 0.010], [0.011, -0.055, 0.107], [0.003, -0.029, 0.004], [-0.069, 0.012, -0.075], [-0.035, 0.020, 0.041], [-0.013, 0.026, 0.056], [0.022, -0.011, -0.010], [-0.087, 0.022, -0.020], [0.037, 0.032, -0.043], [0.041, 0.021, 0.009], [-0.013, -0.006, 0.010], [0.008, 0.000, 0.023], [-0.046, -0.052, 0.005], [-0.048, 0.003, -0.008], [-0.006, 0.018, -0.004], [0.007, 0.005, -0.003], [0.014, 0.017, -0.004], [0.013, -0.036, 0.018], [0.970, 0.362, 0.480], [1.200, 0.551, 0.476], [-0.172, -0.100, 0.016], [0.621, -0.792, 0.036], [-0.666, 0.126, -0.261], [0.279, -0.471, -0.325], [0.157, 0.159, 0.193], [-0.240, -0.031, -0.115], [0.230, -0.196, -0.060], [0.059, -0.058, 0.001], [-0.062, 0.202, 0.110], [-0.183, -0.155, -0.157], [0.234, -0.049, -0.018], [0.174, 0.156, 0.280], [0.141, -0.127, 0.018], [-0.091, -0.044, 0.071], [-0.076, -0.022, -0.094], [0.041, 0.041, 0.002], [-0.008, -0.020, 0.069], [-0.051, -0.068, 0.007], [-0.062, 0.036, 0.022], [0.021, -0.007, -0.006], [0.005, -0.019, -0.025], [0.045, -0.003, 0.012], [-0.007, -0.022, -0.013], [0.025, 0.030, 0.018], [0.032, -0.010, -0.031], [0.006, -0.006, 0.006], [0.021, 0.004, 0.029], [0.010, -0.006, 0.015], [0.027, 0.030, -0.046], [0.033, -0.172, 0.099], [-0.089, -0.289, -0.037], [-0.338, 0.119, -0.016]]
}


{
  "formula": "C12H32BrClO12S4Zn",
  "method": "ωB97M-V/def2-TZVPD",
  "charge": 1,
  "orbital_gap_ev": [10.6, 4.5],
  "multiplicity": 2,
  "s2": 0.76,
  "species": ["Zn", "Br", "Cl", "O", "S", "O", "O", "C", "C", "C", "H", "H", "H", "H", "H", "H", "H", "H", "O", "S", "O", "O", "C", "C", "C", "H", "H", "H", "H", "H", "H", "H", "H", "O", "S", "O", "O", "C", "C", "C", "H", "H", "H", "H", "H", "H", "H", "H", "O", "S", "O", "O", "C", "C", "C", "H", "H", "H", "H", "H", "H", "H", "H"],
  "xyz": [[21.7394, 11.2418, -14.2231], [19.9116, 12.1102, -15.7892], [23.3035, 9.8503, -15.4791], [23.7977, 15.3373, -14.8596], [23.9574, 13.9006, -14.7063], [22.9005, 12.9057, -14.3690], [24.7236, 13.2853, -16.0634], [26.0089, 13.6812, -16.4328], [26.0177, 13.9393, -17.9264], [25.2953, 13.5975, -13.3857], [26.7670, 12.9363, -16.1908], [26.4305, 14.6160, -16.0635], [25.4800, 13.1898, -18.5071], [27.0726, 13.8146, -18.1708], [25.7575, 14.9463, -18.2526], [25.2205, 14.4819, -12.7530], [26.2906, 13.7407, -13.8064], [25.1821, 12.6321, -12.8925], [23.0483, 10.8761, -12.6974], [23.6232, 10.3013, -11.4658], [24.5003, 11.0280, -10.5634], [22.4231, 9.5686, -10.6516], [22.3392, 9.4909, -9.2129], [22.0021, 10.9102, -8.6417], [24.5564, 8.7709, -11.9154], [23.2760, 9.0882, -8.8276], [21.5160, 8.7802, -9.1398], [22.9870, 11.3664, -8.5420], [21.6629, 10.8121, -7.6105], [21.2650, 11.4903, -9.1968], [25.4416, 8.9672, -12.5203], [24.0076, 7.9930, -12.4462], [24.7320, 8.3185, -10.9394], [20.2557, 13.5114, -10.3811], [19.9095, 12.7781, -11.6148], [20.8657, 12.1745, -12.4957], [18.8001, 11.5327, -11.2916], [17.7943, 11.7482, -10.3156], [17.8296, 10.5668, -9.3414], [18.8145, 13.8960, -12.6079], [16.8603, 11.9351, -10.8454], [17.9246, 12.6444, -9.7090], [17.8719, 9.6029, -9.8486], [16.9441, 10.5541, -8.7061], [18.7289, 10.5927, -8.7260], [19.5342, 14.4795, -13.1821], [18.1153, 14.4038, -11.9436], [18.3241, 13.2077, -13.2962], [21.5137, 7.2366, -12.5088], [20.4572, 8.1407, -12.9772], [20.7651, 9.5271, -13.3651], [19.5316, 7.4614, -14.2254], [19.6512, 6.0340, -14.5476], [20.7674, 5.7385, -15.5983], [19.0877, 8.1499, -11.8387], [18.6652, 5.7156, -14.8860], [20.0769, 5.5371, -13.6758], [20.7610, 6.5304, -16.3473], [20.7878, 4.7861, -16.1280], [21.7279, 5.9234, -15.1172], [18.8603, 7.1575, -11.4494], [18.3428, 8.6775, -12.4344], [19.3715, 8.7519, -10.9755]],
  "forces_ev_per_a": [[0.574, -0.980, -0.591], [0.423, -0.394, 0.008], [-1.029, 0.588, -0.026], [-0.709, -2.310, 0.167], [3.175, -1.589, 0.455], [1.391, 3.133, -1.340], [-2.916, 0.255, 2.587], [1.446, 1.187, -1.498], [0.928, -0.546, -0.528], [-0.746, 1.207, -0.955], [-0.460, -0.487, 0.190], [-0.738, 0.197, 0.989], [-0.124, 0.053, 0.154], [0.117, 0.083, -0.442], [-0.376, -0.097, 0.347], [-0.481, -0.350, 0.445], [-0.190, -0.410, -0.510], [-0.254, 0.282, -0.166], [1.633, -0.546, 3.182], [0.618, -2.459, -0.517], [-1.486, -0.100, -1.313], [0.723, 1.197, -1.891], [-0.859, 1.423, -0.083], [1.090, -1.564, 0.672], [-0.652, 0.149, 0.206], [-0.171, 0.008, 0.217], [0.186, -0.060, 0.501], [-0.350, 0.717, -0.340], [-0.230, -0.144, 0.023], [0.322, -0.182, -0.185], [0.057, 0.435, 0.478], [-0.729, 0.637, -0.190], [0.608, 0.275, 0.009], [-0.167, -2.134, -2.533], [-3.358, 1.519, 1.927], [-0.215, 0.268, 0.662], [2.736, 1.619, -0.868], [-0.547, -0.016, 1.231], [-0.257, -0.169, -0.372], [1.251, -1.627, 0.252], [-0.192, -0.592, 0.007], [0.565, 0.229, -0.204], [-0.288, 0.135, -0.203], [0.087, 0.126, 0.069], [-0.048, 0.316, 0.091], [-0.308, 0.521, 0.258], [0.342, 0.139, -0.182], [-0.209, 0.117, 0.047], [-1.632, 1.646, -1.180], [-0.237, -1.719, -0.848], [-0.890, -2.265, 0.385], [1.831, 0.920, 0.863], [1.926, -0.570, -0.430], [-0.018, 1.886, 0.008], [0.853, 0.987, 0.290], [0.090, 0.091, 0.416], [-1.040, -0.227, 0.397], [-0.332, -0.070, -0.329], [-0.442, -0.088, 0.484], [0.087, -0.418, 0.166], [-0.110, -0.057, -0.699], [-0.400, -0.363, 0.427], [0.130, 0.192, -0.187]]
}


{
  "formula": "C17H17Cl2CuN5O6S2",
  "method": "ωB97M-V/def2-TZVPD",
  "e_above_lowest_ev": 1.691,
  "orbital_gap_ev": [6.5, 4.4],
  "multiplicity": 2,
  "s2": 0.82,
  "species": ["Cu", "Cl", "C", "C", "C", "Cl", "C", "C", "C", "C", "N", "C", "C", "O", "H", "H", "H", "H", "O", "S", "N", "C", "C", "S", "O", "O", "C", "C", "N", "C", "N", "C", "C", "N", "O", "O", "C", "H", "H", "H", "H", "H", "H", "H", "H", "H", "H", "H", "H", "H"],
  "xyz": [[-1.6013, -2.1215, -1.6151], [-1.0780, -2.2891, 3.8428], [-0.0419, -2.3494, 2.4977], [1.3199, -2.2831, 2.7561], [2.2682, -2.4222, 1.7586], [3.9118, -2.1369, 2.1868], [1.9462, -2.7224, 0.4078], [2.8728, -3.1181, -0.5770], [2.4281, -3.4949, -1.8121], [1.0589, -3.2334, -2.1186], [0.1912, -2.7365, -1.2250], [0.5696, -2.6133, 0.0837], [-0.4522, -2.4011, 1.1138], [-1.6686, -2.3409, 0.7518], [1.6967, -2.2007, 3.7553], [3.9301, -3.1592, -0.2753], [3.0736, -3.9284, -2.5718], [0.6680, -3.4831, -3.0985], [-3.8005, -5.2457, -1.6604], [-4.1745, -3.8137, -1.5354], [-3.2879, -2.6887, -1.9657], [0.6793, 1.9249, 3.7691], [1.2863, 2.3595, 2.4674], [0.1493, 3.4345, 1.5069], [0.2382, 4.8200, 1.8227], [-1.1424, 2.7673, 1.5350], [0.8640, 3.1040, -0.1938], [-0.1168, 3.1883, -1.3548], [-1.0474, 1.9814, -1.4928], [-0.7028, 0.7489, -1.9682], [-1.6855, -0.1132, -1.7342], [-2.6857, 0.5283, -1.1529], [-2.3717, 1.8776, -1.0286], [-3.3035, 2.9138, -1.0281], [-2.9495, 4.0956, -1.3288], [-4.4662, 2.5262, -0.8057], [0.4818, 0.4486, -2.7393], [1.4458, 1.4328, 4.3922], [-0.1108, 1.2133, 3.5791], [0.3066, 2.8166, 4.3167], [1.4365, 1.4215, 1.8858], [2.2201, 2.9463, 2.6372], [1.4725, 2.1383, -0.2284], [1.6054, 3.8987, -0.3285], [0.5419, 3.2483, -2.2598], [-0.7655, 4.0510, -1.3584], [-3.5880, -0.0214, -0.8754], [1.0211, 1.3608, -3.0401], [0.1815, -0.1552, -3.6112], [1.1756, -0.1746, -2.0830]],
  "forces_ev_per_a": [[0.712, -0.182, 0.050], [-0.480, 0.024, -0.382], [1.115, 0.061, -0.534], [0.377, -0.339, -0.429], [0.161, 0.164, 0.230], [0.212, -0.183, 0.057], [-0.812, 0.298, -0.022], [0.667, 0.019, 0.838], [-1.221, 0.424, -0.497], [0.662, -0.124, 0.855], [0.378, -0.762, 0.423], [1.334, -0.083, -0.568], [-2.491, -0.197, -0.674], [1.627, 0.282, 0.476], [-0.092, 0.231, 0.431], [-0.543, -0.139, -0.343], [-0.101, 0.170, 0.192], [-0.054, 0.263, 0.040], [0.026, 1.202, 0.167], [0.709, -0.002, -0.815], [-2.209, -1.549, 0.462], [0.025, 0.730, 1.014], [0.522, 0.319, -0.268], [-0.172, -3.008, -1.283], [0.413, 0.515, 0.210], [0.590, 0.481, 0.018], [0.585, -0.235, 0.516], [-0.149, -1.273, -0.995], [0.620, 0.961, -0.324], [-1.574, 1.451, 1.081], [1.319, -0.426, -0.369], [-1.413, 0.982, 0.625], [1.404, -1.637, -0.657], [-1.510, 1.631, 0.031], [-0.878, -2.635, 0.826], [1.693, 1.448, -0.228], [1.992, -0.896, 0.430], [-0.276, 0.226, -0.248], [-0.392, 0.002, 0.150], [0.028, -0.730, -0.101], [0.192, 1.002, -0.070], [-0.546, -0.548, -0.414], [-1.119, 1.094, 0.336], [-0.131, 0.025, -0.006], [-0.896, -0.172, 0.518], [-0.024, 0.220, 0.230], [0.244, 0.497, -0.239], [-0.227, -0.505, -0.039], [0.292, 0.272, 0.306], [-0.591, 0.630, -1.008]]
}